# 1
This record from OMol25 describes a structure of composition C25H31N5OTeV. The level of theory is ωB97M-V with the def2-TZVPD basis set.

The calculation puts the orbital gap (spin up / spin down) at 6.3 / 6.2 eV. For the relative energy (zero: lowest compared OMol25 entry of this formula, charge and spin), the calculation gives 19.3 kJ/mol. The spin multiplicity is 4. As for the charge: 0.

Geometry as XYZ:
```
64
Properties=species:S:1:pos:R:3:forces:R:3:nbo_charge:R:1
V 0.261 0.873 -0.631 0.33 0.10 -0.38 1.084
C -3.210 -1.559 0.470 -0.07 0.07 -0.08 -0.674
C -2.081 -0.583 0.403 0.04 -0.24 -0.19 0.194
N -1.326 -0.432 -0.637 -0.10 0.04 0.37 -0.322
N -1.633 -1.012 -1.836 -0.02 -0.06 0.00 -0.462
C -1.190 -0.184 -2.777 -0.02 -0.02 -0.02 0.557
O -0.600 0.920 -2.534 -0.04 -0.08 -0.11 -0.731
C -1.411 -0.584 -4.194 0.02 0.03 -0.02 -0.069
C -0.972 0.261 -5.209 -0.01 0.01 0.00 -0.186
C -1.151 -0.094 -6.537 0.00 -0.01 0.00 -0.219
C -1.769 -1.294 -6.859 0.00 0.02 0.00 -0.201
C -2.210 -2.139 -5.848 0.00 0.00 0.01 -0.224
C -2.034 -1.787 -4.520 0.00 -0.01 0.00 -0.183
C -1.782 0.378 1.461 -0.15 0.20 0.09 0.148
C -2.432 0.380 2.695 0.10 -0.06 0.08 -0.232
C -2.163 1.383 3.606 -0.03 -0.02 0.01 -0.158
C -1.248 2.371 3.270 0.03 0.01 -0.01 -0.259
C -0.644 2.315 2.029 0.04 0.00 0.00 0.062
N -0.904 1.360 1.129 -0.10 -0.02 0.08 -0.499
H -3.592 -1.725 -0.536 0.02 -0.02 0.00 0.261
H -2.862 -2.522 0.853 -0.01 0.00 0.02 0.230
H -4.021 -1.211 1.106 0.00 0.02 0.01 0.218
H -0.497 1.195 -4.937 0.00 0.00 0.00 0.237
H -0.809 0.568 -7.322 0.00 0.00 0.00 0.214
H -1.910 -1.570 -7.896 0.00 0.00 0.00 0.211
H -2.694 -3.075 -6.098 0.00 0.00 0.00 0.211
H -2.374 -2.433 -3.723 0.00 0.00 0.00 0.231
H -3.132 -0.406 2.938 0.00 -0.01 -0.02 0.225
H -2.661 1.393 4.567 0.00 0.00 0.00 0.222
H -1.004 3.177 3.948 0.00 0.00 -0.01 0.231
H 0.084 3.057 1.732 0.03 0.03 -0.03 0.231
N 1.630 -0.512 -1.742 -0.05 -0.11 0.04 -0.848
C 2.847 -0.786 -0.967 -0.06 0.06 -0.03 -0.234
C 2.469 -0.982 0.490 -0.03 0.00 0.01 -0.221
N 1.710 0.192 0.958 -0.04 0.06 -0.08 -0.854
H 1.112 -1.366 -1.939 0.03 -0.01 -0.01 0.380
H 1.853 -0.083 -2.634 0.00 0.06 0.03 0.405
H 3.481 0.096 -1.064 -0.04 -0.11 -0.09 0.226
H 3.401 -1.652 -1.339 0.00 -0.03 0.03 0.195
H 3.364 -1.165 1.092 0.02 0.00 -0.01 0.197
H 1.817 -1.853 0.588 0.01 -0.01 0.00 0.196
H 2.323 0.997 1.082 -0.02 -0.02 0.04 0.407
H 1.281 0.010 1.859 0.03 -0.03 0.01 0.383
C 3.490 5.047 4.541 0.00 0.01 -0.01 -0.626
C 3.168 4.579 3.147 0.01 -0.01 0.02 -0.011
C 3.936 3.620 2.509 0.01 0.00 0.01 -0.228
C 3.651 3.183 1.215 0.01 0.00 -0.01 -0.068
C 4.609 2.211 0.576 -0.01 -0.04 -0.02 -0.631
C 2.533 3.690 0.532 0.03 0.07 -0.07 -0.269
Te 2.006 2.987 -1.422 -0.03 0.05 0.27 -0.226
C 1.766 4.692 1.159 -0.05 -0.03 0.07 0.058
C 0.583 5.346 0.494 0.05 0.03 -0.02 -0.665
C 2.095 5.112 2.445 -0.04 -0.05 -0.01 -0.264
H 4.318 4.479 4.965 0.00 0.00 0.00 0.211
H 2.631 4.935 5.206 0.00 0.00 0.00 0.212
H 3.770 6.102 4.546 0.00 0.00 0.00 0.218
H 4.798 3.206 3.023 0.00 0.00 0.00 0.198
H 5.368 1.889 1.289 0.01 0.01 0.00 0.206
H 5.104 2.669 -0.283 0.00 0.01 0.00 0.237
H 4.106 1.327 0.177 0.08 0.14 0.10 0.197
H 0.022 4.644 -0.122 -0.02 -0.02 0.01 0.235
H 0.917 6.144 -0.174 -0.01 -0.03 -0.04 0.231
H -0.082 5.787 1.239 0.02 0.02 0.00 0.203
H 1.485 5.880 2.913 0.01 0.00 0.00 0.200
```
Positions in Å, forces in eV/Å.

# 2
This record from OMol25 describes a cluster of 4 separate species, C6H12O4 in total. The level of theory is ωB97M-V with the def2-TZVPD basis set.

The calculation puts the orbital gap at 9.5 eV. The structure (SMILES) is Oc1ccccc1.O.O.O. For the relative energy (zero: lowest compared OMol25 entry of this formula, charge and spin), the calculation gives 115.2 kJ/mol. As for the charge: 0.

Geometry as XYZ:
```
22
Properties=species:S:1:pos:R:3:forces:R:3:nbo_charge:R:1
C 0.856 -1.879 2.166 -0.44 -0.51 0.42 -0.252
C -0.044 -2.103 1.138 -0.66 1.29 -0.34 -0.177
C -0.191 -1.128 0.147 1.91 -0.62 0.97 -0.291
C 0.692 -0.045 0.216 -0.85 0.81 -2.01 0.300
O 0.617 0.845 -0.855 0.80 0.56 1.23 -0.693
C 1.585 0.228 1.230 0.11 -1.31 1.34 -0.288
C 1.681 -0.765 2.215 -0.40 -0.13 -0.25 -0.174
H 0.777 -2.562 3.001 0.56 -0.09 0.03 0.215
H -0.742 -2.916 1.183 0.00 -0.48 -0.03 0.214
H -0.765 -1.268 -0.753 -0.41 0.02 0.05 0.198
H 0.278 0.390 -1.614 -0.48 -0.13 -0.48 0.476
H 2.167 1.122 1.385 0.00 0.17 -0.75 0.247
H 2.387 -0.720 3.033 -0.02 0.41 0.02 0.219
H -1.800 -1.682 -2.821 0.28 0.20 0.25 0.471
H -0.658 -0.697 -3.318 -0.06 0.02 0.34 0.467
O -1.370 -1.281 -3.578 -0.30 -0.25 -0.70 -0.933
H -2.020 2.700 -1.562 -0.17 0.20 0.39 0.479
H -2.725 1.329 -1.774 -0.12 0.21 0.18 0.473
O -2.059 1.927 -2.120 0.30 -0.46 -0.59 -0.950
H -0.206 2.350 0.461 0.12 -0.62 -0.23 0.484
H -0.241 2.128 2.017 -0.03 -0.44 -0.18 0.473
O -0.216 2.775 1.315 -0.15 1.16 0.35 -0.957
```
Positions in Å, forces in eV/Å.

# 3
This record from OMol25 describes a cluster of 2 separate species, C3H10O2SSi in total. The level of theory is ωB97M-V with the def2-TZVPD basis set.

The calculation puts the orbital gap at 8.9 eV. For the relative energy (zero: lowest compared OMol25 entry of this formula, charge and spin), the calculation gives 241.0 kJ/mol. As for the charge: 0.

Geometry as XYZ:
```
17
Properties=species:S:1:pos:R:3:forces:R:3:nbo_charge:R:1
C 0.011 1.617 1.332 -1.13 -0.90 -2.18 -1.131
C 0.056 -0.606 -1.004 -5.97 1.14 3.29 -0.867
C -0.939 -1.844 0.530 1.28 3.85 -0.84 -0.593
O 2.352 0.996 -0.305 -0.36 -0.42 0.68 -1.073
O 0.478 2.049 -1.623 0.86 3.00 -2.18 -1.145
Si 0.686 1.067 -0.353 0.61 -0.36 -0.83 2.056
S -1.257 -3.429 -0.146 -0.64 0.11 0.12 0.035
H -0.339 2.632 1.400 0.13 0.42 0.03 0.254
H -0.839 0.953 1.482 -0.32 0.07 0.23 0.229
H 0.713 1.356 2.059 1.22 -0.08 1.33 0.236
H 0.649 -1.217 -1.521 3.02 -2.63 -1.37 0.197
H -0.864 -0.600 -1.699 1.10 0.61 1.29 0.228
H -1.698 -1.159 1.038 0.03 -1.19 -1.64 0.221
H -0.237 -1.781 1.356 0.74 -1.03 -0.34 0.215
H 2.550 0.338 0.368 0.74 -0.09 0.11 0.473
H 1.081 2.754 -2.093 -1.79 -2.49 2.01 0.536
H -2.402 -3.127 -0.819 0.49 -0.03 0.28 0.128
```
Positions in Å, forces in eV/Å.